No. 1
{"formula": "C4H8O2", "method": "wB97M-V/def2-TZVPD", "species": ["C", "C", "O", "C", "C", "O", "H", "H", "H", "H", "H", "H", "H", "H"], "xyz": [[1.110, 0.188, -1.102], [0.653, 0.037, 0.322], [0.183, 1.596, 0.777], [-0.614, -0.598, 0.688], [-1.616, -0.987, -0.280], [-1.664, -0.700, -1.469], [1.978, 0.851, -1.164], [1.396, -0.803, -1.471], [0.298, 0.549, -1.731], [1.471, -0.156, 1.020], [0.592, 1.841, 1.626], [-0.721, 0.916, 0.985], [-0.628, -1.142, 1.631], [-2.439, -1.590, 0.168]], "nbo_charge": [-0.66, 0.13, -0.78, -0.71, 0.39, -0.62, 0.21, 0.24, 0.26, 0.20, 0.49, 0.50, 0.23, 0.10], "relative_energy_kj_mol": 343.6, "e_tot_ev": -8369.721, "lumo_energy_ha": 0.014, "homo_energy_ev": -8.568}

---

No. 2
{"formula": "C4H8O2", "method": "wB97M-V/def2-TZVPD", "species": ["C", "C", "O", "C", "O", "C", "H", "H", "H", "H", "H", "H", "H", "H"], "xyz": [[-2.045, -0.486, 0.220], [-1.681, 0.728, -0.346], [0.313, 0.953, -0.357], [0.974, -0.060, -0.033], [0.448, -1.213, 0.166], [2.475, 0.056, 0.112], [-0.755, -1.002, 0.220], [-2.363, -0.491, 1.259], [-2.521, -1.221, -0.425], [-1.686, 0.851, -1.425], [-1.700, 1.655, 0.215], [2.761, 1.074, 0.394], [2.944, -0.178, -0.850], [2.835, -0.665, 0.848]], "nbo_charge": [-0.79, -0.03, -0.62, 0.82, -0.68, -0.72, 0.45, 0.23, 0.24, 0.20, 0.20, 0.23, 0.24, 0.23], "relative_energy_kj_mol": 239.2, "e_tot_ev": -8370.802, "lumo_energy_ha": 0.037, "homo_energy_ev": -8.812}

---

No. 3
{"formula": "C4H8O2", "method": "wB97M-V/def2-TZVPD", "species": ["C", "C", "O", "C", "O", "C", "H", "H", "H", "H", "H", "H", "H", "H"], "xyz": [[1.388, -0.053, -0.144], [0.078, -0.403, 0.248], [-0.064, -0.748, 1.594], [-0.818, -1.204, -0.767], [-1.731, -0.122, -0.990], [-0.855, 0.690, -0.308], [0.877, 1.877, 0.811], [1.736, -0.114, -1.166], [2.106, 0.207, 0.628], [-0.779, -0.195, 1.943], [-1.286, -2.090, -0.334], [-0.294, -1.414, -1.699], [0.167, 1.997, 1.050], [-0.522, 1.572, -0.866]], "nbo_charge": [-0.36, 0.06, -0.70, -0.06, -0.50, 0.11, 0.00, 0.20, 0.21, 0.48, 0.20, 0.19, -0.01, 0.18], "relative_energy_kj_mol": 623.0, "e_tot_ev": -8366.825, "lumo_energy_ha": [0.000, 0.003], "homo_energy_ev": [-8.093, -8.199]}

---

No. 4
{"formula": "C4H8O2", "method": "wB97M-V/def2-TZVPD", "species": ["C", "C", "O", "C", "C", "O", "H", "H", "H", "H", "H", "H", "H", "H"], "xyz": [[0.671, -1.118, 0.541], [1.354, 0.179, 0.120], [0.532, 1.301, 0.370], [-0.641, 1.139, -0.424], [-1.357, -0.161, -0.079], [-0.494, -1.266, -0.265], [1.329, -1.949, 0.289], [0.376, -1.193, 1.604], [2.419, 0.342, 0.201], [1.527, 0.063, -0.960], [-1.277, 2.007, -0.236], [-0.368, 1.106, -1.494], [-1.699, -0.129, 0.968], [-2.227, -0.308, -0.733]], "nbo_charge": [-0.10, -0.13, -0.52, -0.10, -0.10, -0.53, 0.20, 0.18, 0.21, 0.17, 0.20, 0.17, 0.17, 0.20], "smiles": "C1COCCO1", "relative_energy_kj_mol": 196.8, "e_tot_ev": -8371.242, "lumo_energy_ha": 0.040, "homo_energy_ev": -9.447}

---

No. 5
{"formula": "C4H8O2", "method": "wB97M-V/def2-TZVPD", "species": ["C", "C", "O", "C", "C", "O", "H", "H", "H", "H", "H", "H", "H", "H"], "xyz": [[-1.451, -0.757, 0.742], [-0.187, -1.024, 1.000], [0.767, -0.093, 1.329], [1.079, 0.835, 0.312], [0.703, 0.324, -1.101], [-0.737, 0.175, -1.375], [-1.907, 0.209, 0.935], [-2.099, -1.597, 0.582], [0.189, -2.035, 1.064], [0.538, 1.766, 0.493], [2.150, 1.044, 0.479], [1.183, -0.682, -1.242], [1.148, 0.956, -1.873], [-1.413, 0.893, -1.356]], "nbo_charge": [-0.42, 0.09, -0.54, -0.09, -0.10, -0.76, 0.19, 0.21, 0.17, 0.16, 0.20, 0.20, 0.19, 0.49], "smiles": "C=COCCO", "relative_energy_kj_mol": 316.6, "e_tot_ev": -8370.001, "lumo_energy_ha": 0.034, "homo_energy_ev": -8.396}

---

No. 6
{"formula": "C4H8O2", "method": "wB97M-V/def2-TZVPD", "species": ["C", "C", "O", "C", "C", "O", "H", "H", "H", "H", "H", "H", "H", "H"], "xyz": [[-1.341, 0.376, -0.117], [-0.830, -1.048, 0.049], [0.425, -1.239, 0.555], [1.343, -0.293, 0.028], [0.862, 1.130, 0.266], [-0.361, 1.348, -0.410], [-1.603, -0.176, -1.057], [-2.141, 0.778, 0.542], [-1.585, -1.632, 0.586], [-0.841, -1.472, -1.161], [2.281, -0.499, 0.544], [1.469, -0.456, -1.056], [0.753, 1.314, 1.346], [1.583, 1.849, -0.141]], "nbo_charge": [-0.17, -0.06, -0.51, -0.10, -0.09, -0.52, 0.23, 0.19, 0.21, 0.10, 0.20, 0.17, 0.17, 0.20], "smiles": "C1COCCO1", "relative_energy_kj_mol": 342.4, "e_tot_ev": -8369.733, "lumo_energy_ha": 0.038, "homo_energy_ev": -9.447}

---

No. 7
{"formula": "C4H8O2", "method": "wB97M-V/def2-TZVPD", "species": ["C", "C", "C", "O", "C", "O", "H", "H", "H", "H", "H", "H", "H", "H"], "xyz": [[-1.039, -1.004, 0.556], [-0.209, 0.162, 0.011], [-1.003, 1.091, -0.874], [-2.207, 1.204, -0.849], [1.245, -0.078, -0.410], [2.031, 0.613, 0.591], [-1.953, -0.608, 1.006], [-0.477, -1.540, 1.327], [-1.357, -1.739, -0.198], [0.201, 0.817, 0.821], [-0.387, 1.746, -1.530], [1.529, -1.135, -0.471], [1.499, 0.418, -1.355], [2.130, 0.054, 1.375]], "nbo_charge": [-0.61, -0.41, 0.45, -0.52, -0.06, -0.73, 0.24, 0.20, 0.22, 0.28, 0.10, 0.18, 0.19, 0.47], "smiles": "C[C@H](C=O)CO", "relative_energy_kj_mol": 172.1, "e_tot_ev": -8371.498, "lumo_energy_ha": 0.026, "homo_energy_ev": -9.785}

---

No. 8
{"formula": "C4H8O2S", "method": "wB97M-V/def2-TZVPD", "species": ["C", "C", "C", "C", "H", "H", "H", "H", "H", "H", "H", "H", "O", "O", "S"], "xyz": [[0.267, -2.555, 0.205], [-0.312, -1.536, -0.835], [-0.099, 0.722, -0.047], [0.278, 2.995, 0.462], [-0.186, -3.613, 0.000], [1.341, -2.679, -0.120], [0.044, -2.318, 1.344], [-0.065, -2.114, -1.772], [-1.417, -1.386, -0.915], [-0.845, 2.743, 1.479], [1.458, 3.593, 1.078], [-0.159, 3.830, -0.570], [0.316, -0.269, -0.820], [0.859, 1.744, -0.191], [-1.481, 0.842, 0.704]], "nbo_charge": [-0.65, -0.09, 0.46, -0.40, 0.22, 0.22, 0.23, 0.20, 0.21, 0.27, 0.21, 0.22, -0.48, -0.53, -0.10], "relative_energy_kj_mol": 596.0, "e_tot_ev": -19202.221, "lumo_energy_ha": 0.023, "homo_energy_ev": -8.748}

---

No. 9
{"formula": "C4H8O2S", "method": "wB97M-V/def2-TZVPD", "species": ["O", "C", "O", "C", "C", "C", "S", "H", "H", "H", "H", "H", "H", "H", "H"], "xyz": [[2.565, -0.886, -0.318], [2.034, 0.255, 0.263], [2.361, 1.391, 0.125], [0.752, -0.039, 1.062], [-0.389, 0.268, 0.110], [-0.380, -0.255, -1.328], [-3.203, -0.337, 0.286], [3.169, -0.594, 0.447], [0.695, -1.071, 1.395], [0.740, 0.656, 1.898], [-0.570, 1.347, 0.063], [-1.415, -0.006, 0.532], [0.574, -0.155, -1.836], [-0.742, -1.280, -1.364], [-1.121, 0.314, -1.887]], "nbo_charge": [-0.64, 0.73, -0.52, -0.53, -0.23, -0.63, -0.20, 0.49, 0.23, 0.24, 0.23, 0.15, 0.22, 0.23, 0.23], "relative_energy_kj_mol": 507.3, "e_tot_ev": -19203.141, "lumo_energy_ha": -0.105, "homo_energy_ev": -9.446}

---

No. 10
{"formula": "C4H8O3", "method": "wB97M-V/def2-TZVPD", "species": ["C", "C", "O", "C", "O", "H", "H", "H", "H", "H", "H", "C", "O", "H", "H"], "xyz": [[0.057, -1.411, 1.751], [0.316, -0.295, 0.743], [1.672, 0.057, 0.703], [-0.148, -0.709, -0.638], [0.602, -0.666, -1.593], [-1.014, -1.638, 1.818], [0.404, -1.092, 2.738], [0.600, -2.320, 1.473], [-0.293, 0.580, 1.019], [1.949, -0.078, -0.220], [-1.184, -1.079, -0.733], [-0.733, 2.168, -1.775], [-1.439, 1.639, -0.951], [0.071, 1.611, -2.290], [-0.861, 3.232, -2.045]], "nbo_charge": [-0.62, -0.02, -0.71, 0.45, -0.58, 0.21, 0.23, 0.21, 0.20, 0.49, 0.14, 0.29, -0.52, 0.13, 0.12], "smiles": "C[C@@H](O)C=O.C=O", "relative_energy_kj_mol": 202.0, "e_tot_ev": -10418.910, "lumo_energy_ha": 0.022, "homo_energy_ev": -10.221}

---

No. 11
{"formula": "C4H8O3", "method": "wB97M-V/def2-TZVPD", "species": ["C", "C", "C", "O", "O", "C", "O", "H", "H", "H", "H", "H", "H", "H", "H"], "xyz": [[-0.847, 1.394, 1.106], [-0.637, 0.164, 0.636], [-1.180, -1.101, 1.267], [-0.327, -2.200, 1.063], [0.070, -0.135, -0.492], [1.140, 0.743, -0.819], [1.967, 0.124, -1.732], [-0.520, 2.289, 0.588], [-1.405, 1.532, 2.026], [-1.267, -0.953, 2.347], [-2.190, -1.297, 0.874], [-0.079, -2.166, 0.129], [1.645, 1.004, 0.124], [0.765, 1.651, -1.302], [2.366, -0.646, -1.306]], "nbo_charge": [-0.53, 0.30, -0.11, -0.71, -0.54, 0.24, -0.69, 0.21, 0.21, 0.20, 0.17, 0.47, 0.15, 0.16, 0.47], "smiles": "C=C(CO)OCO", "relative_energy_kj_mol": 208.8, "e_tot_ev": -10418.840, "lumo_energy_ha": 0.026, "homo_energy_ev": -9.338}

---

No. 12
{"formula": "C4H8O3", "method": "wB97M-V/def2-TZVPD", "species": ["C", "O", "C", "O", "C", "C", "O", "H", "H", "H", "H", "H", "H", "H", "H"], "xyz": [[2.116, -0.056, 0.800], [1.233, -0.698, 1.487], [0.442, -0.633, -0.130], [0.537, -1.624, -0.794], [-0.832, 0.114, 0.281], [-1.393, 0.827, -0.947], [-1.728, -0.825, 0.806], [2.829, -0.612, 0.170], [2.470, 0.931, 1.141], [1.305, 0.324, -0.344], [-0.604, 0.820, 1.080], [-0.747, 1.655, -1.260], [-2.380, 1.226, -0.699], [-1.495, 0.129, -1.785], [-1.752, -1.577, 0.195]], "nbo_charge": [0.09, -0.61, 0.56, -0.57, 0.04, -0.63, -0.68, 0.17, 0.17, 0.10, 0.21, 0.21, 0.23, 0.22, 0.48], "relative_energy_kj_mol": 421.0, "e_tot_ev": -10416.640, "lumo_energy_ha": 0.015, "homo_energy_ev": -10.168}

---

No. 13
{"formula": "C4H8O3", "method": "wB97M-V/def2-TZVPD", "species": ["C", "C", "O", "C", "O", "C", "O", "H", "H", "H", "H", "H", "H", "H", "H"], "xyz": [[-2.032, -0.152, -0.496], [-1.350, -0.661, 0.762], [0.002, -0.158, 0.966], [0.858, -0.086, -0.044], [0.690, -0.460, -1.186], [2.141, 0.575, 0.386], [2.872, 0.939, -0.744], [-2.631, 0.735, -0.320], [-1.310, 0.056, -1.272], [-2.691, -0.910, -0.907], [-1.306, -1.756, 0.784], [-1.861, -0.281, 1.648], [1.895, 1.453, 1.000], [2.701, -0.139, 1.014], [2.367, 0.634, -1.517]], "nbo_charge": [-0.66, -0.07, -0.50, 0.78, -0.62, -0.16, -0.71, 0.21, 0.25, 0.22, 0.19, 0.20, 0.19, 0.19, 0.49], "smiles": "CCOC(=O)CO", "relative_energy_kj_mol": 103.5, "e_tot_ev": -10419.931, "lumo_energy_ha": 0.031, "homo_energy_ev": -10.480}

---

No. 14
{"formula": "C4H8O3", "method": "wB97M-V/def2-TZVPD", "species": ["C", "C", "C", "O", "C", "O", "H", "H", "H", "H", "H", "H", "O", "H", "H"], "xyz": [[-0.840, 1.306, -1.132], [-0.423, 0.478, 0.116], [-0.708, -0.932, -0.335], [0.093, -1.658, -0.881], [1.029, 0.732, 0.461], [1.385, 1.465, 1.352], [-1.350, 0.675, -1.867], [-1.511, 2.122, -0.872], [0.038, 1.716, -1.638], [-1.029, 0.734, 0.990], [-1.774, -1.228, -0.238], [1.762, 0.230, -0.202], [0.720, -1.753, 1.811], [0.915, -2.113, 0.934], [1.574, -1.505, 2.177]], "nbo_charge": [-0.59, -0.45, 0.49, -0.57, 0.46, -0.52, 0.22, 0.23, 0.23, 0.24, 0.13, 0.12, -0.95, 0.48, 0.48], "smiles": "CC(C=O)C=O.O", "relative_energy_kj_mol": 170.3, "e_tot_ev": -10419.238, "lumo_energy_ha": 0.028, "homo_energy_ev": -9.807}

---

No. 15
{"formula": "C4H8O3", "method": "wB97M-V/def2-TZVPD", "species": ["O", "C", "O", "O", "H", "H", "C", "C", "C", "H", "H", "H", "H", "H", "H"], "xyz": [[-0.769, -0.022, 2.462], [-0.720, -0.803, 1.570], [-1.778, -1.043, 0.787], [-1.498, -1.996, -0.218], [0.151, -1.426, 1.298], [-2.327, -2.028, -0.716], [-0.460, 1.433, -0.573], [0.773, 1.183, -0.166], [1.671, 0.158, -0.782], [-0.906, 0.894, -1.394], [-1.070, 2.187, -0.108], [1.198, 1.747, 0.655], [2.481, 0.652, -1.324], [2.130, -0.461, -0.015], [1.124, -0.476, -1.477]], "nbo_charge": [-0.54, 0.64, -0.26, -0.43, 0.12, 0.48, -0.40, -0.18, -0.65, 0.18, 0.20, 0.20, 0.22, 0.21, 0.21], "smiles": "O=COO.C=CC", "relative_energy_kj_mol": 434.1, "e_tot_ev": -10416.504, "lumo_energy_ha": 0.021, "homo_energy_ev": -9.672}

---

No. 16
{"formula": "C4H8O3", "method": "wB97M-V/def2-TZVPD", "species": ["O", "C", "C", "O", "H", "H", "H", "H", "C", "C", "O", "H", "H", "H", "H"], "xyz": [[2.370, -1.803, -0.345], [1.449, -1.043, -0.147], [1.694, 0.343, 0.398], [2.957, 0.416, 0.989], [0.413, -1.343, -0.367], [1.585, 1.044, -0.445], [0.917, 0.612, 1.126], [3.445, -0.352, 0.650], [-2.426, 0.473, 0.283], [-1.703, 0.090, -0.977], [-0.742, 0.677, -1.418], [-1.904, 1.291, 0.785], [-3.444, 0.791, 0.030], [-2.517, -0.393, 0.948], [-2.094, -0.803, -1.508]], "nbo_charge": [-0.54, 0.43, -0.17, -0.71, 0.12, 0.21, 0.19, 0.48, -0.73, 0.44, -0.53, 0.23, 0.24, 0.24, 0.11], "smiles": "O=CCO.CC=O", "relative_energy_kj_mol": 195.8, "e_tot_ev": -10418.974, "lumo_energy_ha": 0.023, "homo_energy_ev": -10.145}

---

No. 17
{"formula": "C4H8O3", "method": "wB97M-V/def2-TZVPD", "species": ["C", "C", "O", "C", "O", "C", "O", "H", "H", "H", "H", "H", "H", "H", "H"], "xyz": [[1.032, -1.351, -0.841], [0.823, -0.602, 0.471], [1.859, -0.276, 1.174], [-0.267, 0.393, 0.471], [-1.279, 0.332, -0.403], [-2.457, 1.010, -0.122], [-2.662, 1.639, 0.866], [1.545, -0.677, -1.534], [0.104, -1.701, -1.303], [1.688, -2.203, -0.650], [0.070, -1.201, 1.135], [1.803, 1.236, 0.478], [1.287, 1.702, 0.073], [-0.442, 0.993, 1.363], [-3.143, 0.865, -0.963]], "nbo_charge": [-0.65, 0.06, -0.70, 0.30, -0.51, 0.65, -0.51, 0.23, 0.21, 0.23, 0.27, 0.13, -0.10, 0.23, 0.15], "relative_energy_kj_mol": 511.2, "e_tot_ev": -10415.706, "lumo_energy_ha": [-0.027, -0.027], "homo_energy_ev": [-9.128, -9.129]}

---

No. 18
{"formula": "C4H8O3", "method": "wB97M-V/def2-TZVPD", "species": ["C", "C", "O", "C", "O", "C", "O", "H", "H", "H", "H", "H", "H", "H", "H"], "xyz": [[1.196, -1.298, 0.181], [0.891, 0.168, -0.082], [0.801, 0.406, -1.470], [-0.445, 0.603, 0.529], [-0.688, 1.916, 0.008], [-1.572, -0.293, 0.039], [-2.549, -0.543, 0.703], [2.136, -1.579, -0.300], [1.289, -1.486, 1.256], [0.410, -1.953, -0.212], [1.695, 0.783, 0.351], [0.352, 1.269, -1.519], [-0.419, 0.597, 1.628], [-1.636, 2.060, -0.106], [-1.460, -0.650, -1.004]], "nbo_charge": [-0.63, 0.08, -0.72, -0.03, -0.72, 0.40, -0.50, 0.23, 0.22, 0.21, 0.17, 0.49, 0.19, 0.49, 0.13], "smiles": "C[C@@H](O)[C@@H](O)C=O", "relative_energy_kj_mol": 155.2, "e_tot_ev": -10419.395, "lumo_energy_ha": 0.019, "homo_energy_ev": -9.865}

---

No. 19
{"formula": "C4H8O3", "method": "wB97M-V/def2-TZVPD", "species": ["C", "C", "O", "C", "O", "C", "O", "H", "H", "H", "H", "H", "H", "H", "H"], "xyz": [[-0.774, 0.631, -1.411], [-0.733, -0.463, -0.355], [-0.079, -1.565, -0.925], [-0.002, -0.054, 0.958], [0.478, -1.209, 1.597], [1.145, 0.912, 0.751], [2.274, 0.621, 1.075], [-1.399, 0.307, -2.246], [-1.175, 1.573, -1.021], [0.236, 0.801, -1.800], [-1.764, -0.730, -0.069], [0.176, -2.124, -0.173], [-0.726, 0.465, 1.608], [1.441, -1.072, 1.681], [0.901, 1.905, 0.334]], "nbo_charge": [-0.63, 0.09, -0.72, -0.04, -0.72, 0.42, -0.53, 0.23, 0.21, 0.22, 0.16, 0.49, 0.19, 0.50, 0.13], "smiles": "C[C@@H](O)[C@@H](O)C=O", "relative_energy_kj_mol": 134.7, "e_tot_ev": -10419.607, "lumo_energy_ha": 0.027, "homo_energy_ev": -10.252}

---

No. 20
{"formula": "C4H8O3", "method": "wB97M-V/def2-TZVPD", "species": ["C", "C", "O", "C", "O", "C", "O", "H", "H", "H", "H", "H", "H", "H", "H"], "xyz": [[1.400, 0.389, -0.803], [0.786, -0.071, 0.480], [1.314, -1.253, 0.922], [-0.155, 0.601, 1.149], [-0.535, 1.864, 0.749], [-2.550, -0.166, -0.989], [-2.868, 0.874, -0.654], [1.723, -0.478, -1.387], [0.681, 0.974, -1.381], [2.276, 1.020, -0.616], [-0.134, -2.308, -0.853], [0.928, -1.470, 1.781], [-0.579, 0.226, 2.084], [-1.496, 1.884, 0.647], [-0.789, -2.086, -1.129]], "nbo_charge": [-0.67, 0.28, -0.68, -0.03, -0.70, 0.54, -0.54, 0.23, 0.23, 0.23, 0.00, 0.48, 0.16, 0.48, -0.01], "relative_energy_kj_mol": 286.1, "e_tot_ev": -10418.038, "lumo_energy_ha": 0.031, "homo_energy_ev": -8.385}